# 1
{"formula": "C59H65FN10O4", "method": "the ωB97M-V functional and the def2-TZVPD basis", "symbols": ["C", "C", "C", "N", "C", "C", "C", "C", "O", "C", "C", "C", "O", "C", "C", "N", "C", "O", "C", "C", "C", "C", "F", "C", "C", "O", "H", "H", "H", "H", "H", "H", "H", "H", "H", "H", "H", "H", "H", "H", "H", "H", "H", "H", "H", "H", "H", "H", "H", "H", "H", "C", "C", "C", "N", "C", "C", "H", "H", "H", "H", "H", "C", "C", "C", "N", "C", "C", "H", "H", "H", "H", "H", "C", "C", "C", "N", "C", "C", "H", "H", "H", "H", "H", "C", "C", "C", "N", "C", "C", "H", "H", "H", "H", "H", "C", "C", "C", "N", "C", "C", "H", "H", "H", "H", "H", "C", "C", "C", "N", "C", "C", "H", "H", "H", "H", "H", "C", "C", "C", "N", "C", "C", "H", "H", "H", "H", "H", "C", "C", "C", "N", "C", "C", "H", "H", "H", "H", "H"], "positions_angstrom": [[-1.66, 6.25, 2.47], [-0.34, 6.46, 1.64], [0.48, 5.14, 1.79], [1.49, 4.97, 0.69], [1.42, 3.56, 0.31], [1.07, 3.18, -0.93], [0.74, 4.13, -2.09], [-0.46, 5.11, -1.74], [-0.02, 6.43, -2.00], [-1.13, 7.32, -2.27], [-0.63, 8.74, -1.83], [0.99, 1.65, -1.19], [1.29, 1.14, -2.25], [0.45, 0.84, 0.01], [-0.41, -0.27, -0.16], [-0.83, -0.75, -1.42], [-0.88, -0.94, 1.04], [-1.77, -2.01, 0.92], [-3.06, -1.53, 0.47], [-3.47, -0.12, 1.00], [-0.51, -0.53, 2.34], [0.37, 0.60, 2.51], [0.74, 1.05, 3.72], [0.82, 1.26, 1.34], [1.73, 2.51, 1.41], [2.63, 2.65, 2.21], [-2.36, 7.10, 2.39], [-2.18, 5.33, 2.10], [-1.41, 6.02, 3.53], [-0.67, 6.63, 0.59], [0.19, 7.33, 2.08], [1.04, 5.09, 2.75], [-0.28, 4.32, 1.77], [2.43, 5.16, 1.05], [0.37, 3.50, -2.93], [1.63, 4.69, -2.48], [-1.34, 4.80, -2.34], [-0.69, 4.93, -0.66], [-1.35, 7.26, -3.36], [-2.00, 6.97, -1.68], [0.04, 8.57, -0.96], [-1.47, 9.41, -1.53], [-0.03, 9.14, -2.67], [-0.99, -1.76, -1.38], [-0.14, -0.57, -2.15], [-3.09, -1.49, -0.65], [-3.88, -2.23, 0.76], [-3.05, 0.72, 0.39], [-3.23, 0.06, 2.06], [-4.58, -0.04, 0.89], [-0.88, -1.00, 3.27], [-7.00, 5.46, 0.61], [-5.84, 4.74, 0.37], [-4.64, 5.44, 0.28], [-4.54, 6.77, 0.41], [-5.67, 7.44, 0.64], [-6.92, 6.84, 0.75], [-7.95, 4.95, 0.69], [-5.85, 3.67, 0.25], [-3.71, 4.92, 0.09], [-5.57, 8.51, 0.74], [-7.80, 7.43, 0.95], [-0.35, -6.73, 1.87], [-1.29, -7.75, 1.83], [-2.59, -7.42, 1.45], [-2.98, -6.19, 1.13], [-2.06, -5.23, 1.18], [-0.74, -5.44, 1.54], [0.67, -6.94, 2.15], [-1.03, -8.76, 2.08], [-3.36, -8.19, 1.40], [-2.41, -4.24, 0.91], [-0.03, -4.62, 1.55], [-0.71, -12.12, -2.28], [0.44, -12.03, -1.51], [0.52, -11.02, -0.56], [-0.45, -10.13, -0.35], [-1.54, -10.23, -1.10], [-1.73, -11.20, -2.07], [-0.81, -12.90, -3.02], [1.26, -12.73, -1.64], [1.40, -10.92, 0.06], [-2.31, -9.48, -0.91], [-2.64, -11.24, -2.65], [-4.80, -14.51, 0.32], [-4.41, -15.69, 0.92], [-3.15, -15.75, 1.49], [-2.28, -14.73, 1.48], [-2.68, -13.60, 0.90], [-3.92, -13.44, 0.31], [-5.79, -14.42, -0.13], [-5.07, -16.55, 0.96], [-2.80, -16.65, 1.97], [-1.96, -12.79, 0.91], [-4.20, -12.50, -0.15], [6.50, 6.00, -2.33], [6.33, 4.63, -2.28], [5.04, 4.12, -2.32], [3.95, 4.88, -2.41], [4.13, 6.21, -2.46], [5.38, 6.81, -2.42], [7.49, 6.44, -2.30], [7.18, 3.96, -2.20], [4.86, 3.05, -2.29], [3.22, 6.80, -2.53], [5.47, 7.89, -2.47], [3.27, 8.25, -6.71], [2.60, 7.94, -7.88], [1.51, 7.09, -7.80], [1.06, 6.54, -6.67], [1.73, 6.85, -5.55], [2.83, 7.70, -5.51], [4.12, 8.91, -6.72], [2.91, 8.35, -8.83], [0.95, 6.82, -8.69], [1.35, 6.40, -4.64], [3.32, 7.92, -4.58], [-1.85, -4.75, 6.10], [-1.72, -3.70, 6.99], [-1.36, -2.46, 6.49], [-1.12, -2.22, 5.20], [-1.25, -3.25, 4.36], [-1.61, -4.53, 4.75], [-2.13, -5.74, 6.45], [-1.90, -3.84, 8.05], [-1.25, -1.61, 7.15], [-1.05, -3.03, 3.31], [-1.70, -5.33, 4.03], [7.58, 2.21, 2.05], [8.96, 2.38, 1.95], [9.60, 1.92, 0.81], [8.97, 1.30, -0.19], [7.65, 1.15, -0.08], [6.91, 1.58, 1.01], [7.04, 2.56, 2.92], [9.52, 2.87, 2.74], [10.67, 2.03, 0.69], [7.17, 0.65, -0.91], [5.84, 1.43, 1.05]], "smiles": "CCCNC1=C(CCOCC)C(=O)c2c(N)c(OCC)cc(F)c2C1=O.c1ccncc1.c1ccncc1.c1ccncc1.c1ccncc1.c1ccncc1.c1ccncc1.c1ccncc1.c1ccncc1", "e_homo_ev": -8.361, "fmax_ev_per_a": 2.148, "orbital_gap_ev": 8.0}

***

# 2
{"formula": "C59H65Ge2N8S6V", "method": "the ωB97M-V functional and the def2-TZVPD basis", "symbols": ["V", "C", "C", "N", "N", "C", "N", "S", "C", "C", "C", "C", "C", "N", "H", "H", "H", "H", "H", "H", "H", "H", "H", "C", "C", "C", "C", "C", "C", "C", "C", "C", "C", "C", "C", "C", "C", "C", "Ge", "S", "S", "Ge", "S", "S", "C", "C", "C", "C", "C", "C", "C", "C", "C", "C", "C", "C", "C", "C", "C", "C", "C", "C", "C", "C", "C", "C", "C", "C", "C", "C", "C", "C", "C", "C", "C", "C", "C", "H", "H", "H", "H", "H", "H", "H", "H", "H", "H", "H", "H", "H", "H", "H", "H", "H", "H", "H", "H", "H", "H", "H", "H", "H", "H", "H", "H", "H", "H", "H", "H", "H", "H", "H", "H", "H", "H", "H", "H", "H", "H", "H", "H", "H", "H", "H", "H", "H", "H", "C", "C", "N", "N", "C", "S", "N", "N", "H", "H", "H", "H", "H", "H"], "positions_angstrom": [[-2.28, 0.54, -2.07], [-5.20, 3.74, -2.49], [-4.02, 2.87, -2.29], [-3.98, 1.64, -2.58], [-5.14, 1.15, -3.23], [-5.27, -0.13, -3.04], [-6.30, -0.70, -3.72], [-4.25, -1.08, -2.03], [-2.74, 3.42, -1.78], [-2.62, 4.72, -1.36], [-1.35, 5.21, -1.01], [-0.28, 4.38, -1.13], [-0.48, 3.06, -1.53], [-1.70, 2.57, -1.82], [-6.05, 3.15, -2.80], [-4.98, 4.49, -3.26], [-5.44, 4.27, -1.56], [-6.98, -0.08, -4.13], [-6.62, -1.60, -3.41], [-3.50, 5.34, -1.30], [-1.23, 6.23, -0.66], [0.73, 4.71, -0.91], [0.33, 2.39, -1.65], [-2.96, -5.64, 0.07], [-2.77, -4.47, 1.02], [-3.74, -3.47, 1.12], [-3.60, -2.40, 1.99], [-4.72, -1.39, 2.12], [-2.42, -2.30, 2.76], [-1.46, -3.32, 2.72], [-0.24, -3.32, 3.62], [-1.65, -4.39, 1.84], [-2.19, -1.10, 3.66], [-2.81, -1.08, 4.91], [-2.66, 0.01, 5.76], [-1.90, 1.10, 5.36], [-1.25, 1.12, 4.12], [-1.39, 0.00, 3.25], [-0.73, 0.03, 1.42], [-2.52, 0.45, 0.25], [0.41, -1.75, 0.64], [1.38, -0.13, -0.59], [0.13, 0.06, -2.37], [0.96, 1.43, 0.96], [3.26, -0.34, -1.07], [3.69, 0.25, -2.30], [5.02, 0.12, -2.71], [5.94, -0.57, -1.95], [5.54, -1.14, -0.75], [4.24, -1.04, -0.28], [4.03, -1.76, 1.02], [4.27, -1.13, 2.24], [4.63, 0.35, 2.35], [4.23, -1.90, 3.41], [3.97, -3.25, 3.40], [3.95, -4.06, 4.68], [3.74, -3.86, 2.16], [3.77, -3.15, 0.98], [3.52, -3.85, -0.34], [2.79, 1.08, -3.20], [2.55, 2.43, -2.89], [3.16, 3.08, -1.65], [1.70, 3.17, -3.71], [1.09, 2.62, -4.84], [0.12, 3.41, -5.69], [1.40, 1.29, -5.15], [2.23, 0.52, -4.36], [2.48, -0.94, -4.69], [-0.46, 2.36, 3.77], [0.78, 2.56, 4.38], [1.32, 1.55, 5.38], [1.51, 3.71, 4.09], [1.02, 4.68, 3.23], [1.83, 5.93, 2.91], [-0.24, 4.49, 2.67], [-1.00, 3.35, 2.93], [-2.38, 3.22, 2.32], [-3.60, -5.36, -0.78], [-3.43, -6.49, 0.57], [-2.00, -5.99, -0.33], [-4.63, -3.53, 0.49], [-5.46, -1.53, 1.33], [-4.35, -0.36, 2.04], [-5.23, -1.48, 3.09], [-0.10, -2.38, 4.15], [0.68, -3.51, 3.05], [-0.33, -4.12, 4.37], [-0.89, -5.18, 1.80], [-3.40, -1.94, 5.21], [-3.15, 0.02, 6.73], [-1.80, 1.97, 6.01], [5.32, 0.59, -3.65], [6.97, -0.66, -2.28], [6.27, -1.69, -0.15], [4.56, 0.88, 1.40], [5.66, 0.46, 2.72], [3.96, 0.85, 3.06], [4.45, -1.41, 4.36], [4.05, -3.42, 5.55], [4.77, -4.79, 4.69], [3.02, -4.63, 4.78], [3.53, -4.94, 2.13], [3.34, -4.92, -0.19], [4.36, -3.73, -1.03], [2.64, -3.42, -0.85], [4.21, 2.84, -1.55], [2.67, 2.75, -0.73], [3.06, 4.17, -1.71], [1.49, 4.22, -3.46], [0.02, 4.44, -5.33], [-0.88, 2.95, -5.66], [0.43, 3.45, -6.73], [0.93, 0.84, -6.03], [1.90, -1.24, -5.58], [2.18, -1.59, -3.86], [3.53, -1.14, -4.89], [1.22, 0.52, 5.01], [0.77, 1.60, 6.33], [2.37, 1.74, 5.59], [2.49, 3.85, 4.56], [2.72, 5.99, 3.53], [1.24, 6.83, 3.07], [2.15, 5.93, 1.86], [-0.65, 5.26, 2.01], [-2.75, 4.20, 1.99], [-3.10, 2.80, 3.03], [-2.38, 2.56, 1.45], [-0.67, -5.04, -3.30], [-0.98, -3.81, -4.10], [-0.84, -3.68, -5.37], [-1.26, -2.37, -5.57], [-1.63, -1.69, -4.50], [-2.18, -0.06, -4.50], [-1.47, -2.63, -3.54], [-1.72, -2.41, -2.18], [-0.22, -5.78, -3.96], [-1.59, -5.45, -2.86], [0.02, -4.81, -2.49], [-1.24, -1.98, -6.49], [-0.88, -2.35, -1.64], [-2.36, -3.09, -1.84]], "multiplicity": 3, "e_homo_ev": [-7.235, -7.463], "fmax_ev_per_a": 1.695, "orbital_gap_ev": [7.1, 7.1]}